Entry from the Open Molecules 2025 dataset: an isolated ion of composition C10H13ClN3 and charge +1 in a non-equilibrium geometry (ωB97M-V/def2-TZVPD).

E_HOMO (alpha / beta) in hartree: -0.466 / -0.466
DFT total energy in eV: -27562.4283
Relative energy (zero: lowest compared OMol25 entry of this formula, charge and spin) in kcal/mol: 104.7
Total charge: +1
E_LUMO (alpha / beta) in eV: -5.721 / -5.719
Orbital gap (alpha / beta) in Ha: 0.25598 / 0.25625

Each line ends with the Mulliken charge.
Element x y z (Å)
H  -3.249  -1.825  -0.586  0.4176
H  1.948  -3.194  0.264  0.2811
H  0.995  -3.328  -1.251  0.3699
C  -3.507  0.261  -0.019  0.4685
H  -1.051  2.413  0.865  0.3380
C  -1.439  -1.039  0.098  0.3877
H  1.841  0.997  -2.193  0.3436
C  1.373  1.401  -0.171  0.5292
H  2.973  0.243  -1.058  0.3257
H  1.257  1.763  1.966  0.4321
C  -2.853  1.439  0.436  -0.7086
H  2.395  2.522  1.179  0.5168
H  0.954  -4.682  0.053  0.2910
N  0.085  -2.895  0.617  -0.4364
C  1.982  1.600  1.231  -1.6362
H  -3.539  2.263  0.465  0.3994
C  -0.726  0.281  0.184  0.9392
H  3.210  1.893  -1.439  0.4045
C  -1.498  1.503  0.353  -0.3909
H  2.683  0.987  1.640  0.4313
H  0.875  2.373  -0.466  0.2472
N  -0.689  -2.096  0.148  0.4658
C  1.007  -3.578  -0.201  -0.5875
Cl  -5.162  0.220  -0.611  -0.1212
C  -2.828  -0.950  -0.127  -0.8911
C  2.436  1.163  -1.272  -1.4300
N  0.527  0.267  -0.104  -0.3867



Entry from the Open Molecules 2025 dataset: C10H13F7IN2O8S2 as an isolated structure in a non-equilibrium geometry (ωB97M-V/def2-TZVPD).

E_HOMO in hartree: -0.247
DFT total energy in eV: -78730.1616
Total charge: -1
E_LUMO in eV: 1.111
Orbital gap in Ha: 0.28749

Each line ends with the Mulliken charge.
Element x y z (Å)
H  0.535  3.597  -0.338  0.2005
N  0.359  2.772  -0.974  -0.4187
C  -4.570  -1.035  -0.375  0.6552
H  -0.384  -0.609  0.786  0.3399
H  0.035  0.078  -2.063  0.3000
F  -3.588  -0.906  -1.313  -0.2174
O  4.411  1.435  -4.896  -0.5350
S  -4.076  -2.066  1.046  0.9517
O  -3.767  -3.373  0.461  -0.6480
F  -7.293  -1.017  3.890  -0.2374
C  4.226  1.271  -3.565  0.5742
H  2.274  -0.113  0.357  0.2792
H  7.721  0.950  -0.083  0.3236
F  5.233  0.172  0.741  -0.3259
H  -1.241  1.620  -0.003  0.2035
C  0.329  0.111  -0.931  -0.1923
O  -0.463  -0.922  -0.184  -0.4430
H  2.073  -1.381  -1.028  0.2793
O  3.615  0.069  -2.907  -0.4075
O  4.554  2.224  -2.453  -0.3646
H  5.718  -0.195  -1.381  0.2769
C  2.886  0.700  -1.786  0.4293
I  3.703  2.899  0.556  0.0870
H  -0.291  3.017  -1.752  0.2329
S  -5.401  -2.765  3.210  0.9959
H  2.073  1.338  -2.377  0.2394
H  7.217  1.915  -1.626  0.2571
F  -4.914  0.235  -0.003  -0.2493
O  -5.389  -4.226  3.102  -0.6412
F  -8.043  -2.788  2.865  -0.2397
C  -7.095  -2.363  3.754  0.6400
C  -0.079  1.554  -0.192  -0.5892
C  6.846  1.621  -0.542  -0.9322
C  1.963  -0.216  -0.789  -0.5808
O  -2.925  -1.366  1.623  -0.5977
C  4.151  1.564  -1.167  -0.0988
O  -4.540  -2.222  4.264  -0.6472
H  6.721  2.626  0.068  0.2265
F  -7.421  -2.920  4.956  -0.2230
F  -5.660  -1.537  -1.029  -0.2465
C  5.485  0.713  -0.643  0.2905
H  0.455  1.497  0.874  0.3429
N  -5.440  -1.958  1.846  -0.2902



Entry from the Open Molecules 2025 dataset: a 2-piece molecular cluster, C10H13IN4 overall in a non-equilibrium geometry (ωB97M-V/def2-TZVPD).

E_HOMO in hartree: -0.587
DFT total energy in eV: -24619.6829
Relative energy (zero: lowest compared OMol25 entry of this formula, charge and spin) in kcal/mol: 0.0
Total charge: +2
E_LUMO in eV: -9.645
Orbital gap in Ha: 0.23280

Each line ends with the Mulliken charge.
Element x y z (Å)
H  -1.483  1.313  0.964  0.2771
N  3.935  -1.443  -0.530  -0.4700
C  1.315  2.019  0.831  -0.0286
C  1.184  0.494  0.949  0.0990
C  2.655  -1.391  0.027  0.0049
C  -4.826  -0.575  -0.514  -0.9744
H  -3.684  -0.378  1.277  0.4255
H  -5.733  -0.011  -0.115  0.4173
C  -2.271  -0.127  -0.360  -0.5535
I  -0.633  -3.292  -0.068  0.1002
H  5.161  -0.067  -1.505  0.4115
C  -3.599  -0.217  0.228  0.0392
H  -4.639  -0.579  -1.593  0.3617
N  0.017  -0.147  0.207  -0.3021
C  -1.079  0.430  0.394  0.1164
N  2.297  2.676  0.353  -0.4641
H  3.840  2.606  -1.136  0.3920
H  -5.037  -1.590  -0.073  0.3566
H  1.124  0.251  2.025  0.2040
C  3.261  2.004  -0.411  -0.2827
H  2.147  -2.238  0.365  0.4143
C  3.362  0.670  -0.386  0.5030
C  4.286  -0.248  -0.854  -0.4822
H  -2.446  0.573  -1.158  0.3698
N  2.367  -0.146  0.326  0.2781
H  0.575  2.428  1.434  0.4615
H  -2.069  -1.153  -0.894  0.1813
H  -0.028  -1.860  0.218  0.1443



Entry from the Open Molecules 2025 dataset: one molecule with the formula C10H13N in a non-equilibrium geometry (ωB97M-V/def2-TZVPD).

E_HOMO in hartree: -0.292
DFT total energy in eV: -12068.0221
Relative energy (zero: lowest compared OMol25 entry of this formula, charge and spin) in kcal/mol: 70.3
Total charge: 0
E_LUMO in eV: 1.034
Orbital gap in Ha: 0.32954

Each line ends with the Mulliken charge.
Element x y z (Å)
C  0.479  -1.535  -1.267  -1.5137
H  -2.347  -1.659  1.585  0.4523
N  -1.701  -0.117  0.390  0.1434
C  -0.346  -1.741  1.507  -0.9548
C  -2.817  0.694  0.293  -0.6120
H  -0.524  2.268  -1.607  0.4131
H  2.020  1.529  1.438  0.2765
H  0.267  -1.451  -2.247  0.4720
H  -3.602  0.425  0.948  0.3983
C  -1.180  1.630  -0.946  -0.3909
H  0.486  -1.137  1.220  0.4519
H  3.123  1.984  0.081  0.3392
H  -0.285  -2.135  -0.910  0.3994
H  1.353  2.357  -0.077  0.2543
H  2.771  -0.025  -0.443  0.3851
C  1.776  0.385  -0.359  -0.4935
C  -0.757  0.445  -0.359  0.8184
C  -2.503  1.784  -0.499  -0.8670
H  -3.094  2.566  -0.691  0.6028
C  2.081  1.674  0.392  -1.0501
H  1.415  -2.089  -1.232  0.3406
C  -1.517  -1.284  1.151  -0.1219
C  0.591  -0.191  -0.643  -0.0088
H  -0.393  -2.616  2.178  0.2655